No. 1
# C18H52CrCu3N2O15P2

A molecular structure, C18H52CrCu3N2O15P2 (ωB97M-V with the def2-TZVPD basis set, the Open Molecules 2025 dataset).

XYZ file:
```
93
Properties=species:S:1:pos:R:3:mulliken_spin:R:1
Cr -0.560 1.724 -2.774 3.35
Cu 1.318 -1.049 -3.358 0.15
Cu 0.376 -2.327 0.673 -0.01
Cu 2.602 0.634 -1.575 0.29
P 0.908 1.491 -5.020 0.12
O -0.418 2.133 -4.688 -0.01
O 0.863 -0.044 -5.400 0.01
O 1.483 1.645 -3.599 -0.09
O 1.995 2.167 -5.874 -0.05
P -0.009 -0.243 -0.923 0.55
O 0.439 1.236 -1.085 -0.17
O -0.796 -0.520 0.406 -0.15
O 1.237 -1.184 -1.047 -0.24
O -0.735 -0.273 -2.305 -0.02
C -3.546 -3.718 -1.696 0.00
C -3.322 -2.388 -2.296 -0.01
O -2.188 -2.422 -3.128 0.00
H -2.849 -3.999 -0.906 0.00
H -3.366 -4.411 -2.518 0.00
H -4.577 -3.839 -1.362 0.00
H -3.052 -1.645 -1.545 0.01
H -4.062 -1.964 -2.976 0.00
H -1.648 -1.707 -2.782 0.01
C -0.695 2.366 3.992 0.00
C -1.227 1.474 2.894 0.00
O -0.494 1.766 1.707 -0.01
H -1.455 2.586 4.741 0.00
H -0.309 3.303 3.590 0.00
H 0.168 1.927 4.493 0.00
H -2.255 1.579 2.548 0.00
H -1.235 0.425 3.188 0.00
H -0.737 1.116 1.044 0.00
C 2.736 3.713 1.909 0.00
C 2.820 3.620 0.336 -0.02
O 1.592 3.789 -0.305 0.00
H 2.507 4.739 2.197 0.00
H 3.612 3.320 2.425 0.00
H 1.909 3.359 2.525 0.00
H 3.218 2.643 0.060 0.04
H 3.451 4.435 -0.020 -0.01
H 1.003 3.085 -0.024 0.01
C 4.269 -5.009 -0.020 0.00
C 3.482 -4.058 -0.999 -0.01
O 4.260 -2.960 -1.312 -0.05
H 5.253 -4.576 0.159 0.00
H 4.553 -5.948 -0.495 0.00
H 3.736 -5.068 0.930 0.00
H 2.536 -3.717 -0.578 0.06
H 3.383 -4.558 -1.963 -0.01
H 3.742 -2.365 -1.859 0.12
C -4.006 -3.138 2.786 0.00
C -3.246 -1.971 2.217 0.00
O -1.922 -2.310 1.781 0.00
H -4.216 -3.997 2.147 0.00
H -4.971 -2.751 3.111 0.00
H -3.642 -3.459 3.762 0.00
H -3.052 -1.142 2.897 0.00
H -3.863 -1.476 1.467 0.00
H -1.615 -1.540 1.298 0.01
C -3.204 4.781 -1.006 0.00
C -2.489 3.474 -1.591 0.01
C -3.450 2.628 -2.593 -0.01
O -2.673 1.448 -2.958 -0.03
C -3.181 0.765 -4.155 0.00
N -1.244 3.786 -2.305 0.00
H -2.950 5.627 -1.644 0.00
H -2.886 4.934 0.025 0.00
H -4.288 4.702 -1.080 0.00
H -2.151 2.748 -0.852 0.00
H -3.654 3.250 -3.464 0.00
H -4.402 2.407 -2.110 0.00
H -4.220 0.513 -3.939 0.00
H -2.756 -0.234 -4.255 0.00
H -3.007 1.526 -4.915 0.00
H -0.741 4.497 -1.794 0.01
H -1.553 4.375 -3.065 0.01
C 4.290 0.316 3.053 0.00
C 3.404 -0.584 2.219 0.03
C 2.201 -1.055 2.989 0.00
O 1.518 -2.205 2.537 0.00
C 2.101 -3.452 3.009 0.01
N 2.910 0.084 0.995 0.03
H 5.249 0.610 2.626 0.00
H 4.635 -0.193 3.953 0.00
H 3.756 1.238 3.282 0.00
H 3.999 -1.455 1.942 0.00
H 1.570 -0.184 3.169 0.00
H 2.396 -1.292 4.035 0.00
H 1.759 -4.332 2.463 0.00
H 1.803 -3.613 4.045 0.00
H 3.185 -3.397 2.911 0.00
H 2.671 -0.749 0.477 0.02
H 2.019 0.537 1.142 0.01
```

- 2S+1: 5
- Relative energy (zero: lowest compared OMol25 entry of this formula, charge and spin): 508.3 kJ/mol
- E_LUMO (alpha / beta): 1.9 / 1.9 eV
- Energy: -8603.91026 Ha
- Charge: -1
- Highest occupied orbital energy (alpha / beta): -1.52 / -4.00 eV
- <S²>: 6.139

***

No. 2
# C18H52N4O6

A molecular structure, C18H52N4O6 (ωB97M-V with the def2-TZVPD basis set, the Open Molecules 2025 dataset).

XYZ file:
```
80
Properties=species:S:1:pos:R:3:lowdin_charge:R:1
C -0.465 -3.927 0.713 -0.11
O 0.615 -2.986 0.962 -0.21
H -1.228 -3.954 1.491 0.06
H -0.999 -3.615 -0.185 0.07
H -0.075 -4.929 0.536 0.07
H 0.293 -2.082 0.941 -0.24
C -0.388 -0.526 -0.019 -0.07
O -0.319 -1.252 1.253 -0.02
H -0.118 -1.233 -0.804 0.06
H -1.342 -0.045 -0.231 0.04
H 0.430 0.193 -0.077 0.03
H -0.369 -0.586 1.943 -0.18
C -3.222 0.812 1.791 -0.09
C -2.547 -0.147 2.654 -0.45
C -1.259 0.408 3.187 -0.10
O -0.268 0.452 2.155 -0.14
C 1.066 0.655 2.720 -0.08
N -3.326 -0.423 3.820 0.06
H -3.367 1.750 2.327 0.11
H -4.202 0.457 1.471 0.12
H -2.682 1.021 0.867 -0.04
H -2.315 -1.016 2.037 0.16
H -0.939 -0.231 4.009 0.15
H -1.425 1.387 3.636 0.15
H 1.380 -0.008 3.526 0.14
H 1.300 1.695 2.950 0.13
H 1.836 0.469 1.971 0.10
H -4.252 -0.614 3.465 0.08
H -3.454 0.424 4.356 0.08
C 1.233 1.686 0.781 -0.12
C 1.335 3.084 0.163 -0.38
C 2.440 3.891 0.843 -0.22
O 2.624 5.166 0.294 -0.19
C 3.537 6.022 1.016 -0.09
N 1.535 2.889 -1.257 0.05
H 0.979 1.742 1.839 0.00
H 2.177 1.180 0.579 0.12
H 0.435 1.168 0.249 0.04
H 0.404 3.628 0.324 0.15
H 3.424 3.425 0.808 0.13
H 2.226 4.063 1.898 0.12
H 4.495 5.532 1.185 0.08
H 3.200 6.365 1.994 0.08
H 3.873 6.853 0.395 0.09
H 1.676 3.844 -1.556 0.06
H 2.435 2.508 -1.510 0.08
C 1.698 -1.823 -0.896 -0.05
C 2.865 -2.142 -1.848 -0.40
C 4.240 -2.503 -1.154 -0.17
O 4.571 -1.468 -0.231 -0.20
C 5.952 -1.277 0.087 -0.11
N 2.509 -3.268 -2.710 0.03
H 0.776 -1.753 -1.473 0.07
H 1.787 -0.846 -0.421 0.08
H 1.636 -2.706 -0.260 0.08
H 2.998 -1.239 -2.443 0.12
H 5.042 -2.656 -1.876 0.11
H 4.088 -3.435 -0.610 0.12
H 6.060 -0.384 0.703 0.08
H 6.539 -0.994 -0.786 0.08
H 6.362 -2.105 0.664 0.09
H 1.782 -2.895 -3.303 0.07
H 3.257 -3.329 -3.386 0.06
C -5.570 -0.667 -3.597 -0.07
C -4.114 -1.090 -3.361 -0.41
C -3.519 -0.753 -2.005 -0.19
O -3.530 0.637 -1.710 -0.13
C -2.757 1.027 -0.593 -0.18
N -4.165 -2.553 -3.573 0.02
H -6.183 -0.919 -2.731 0.08
H -6.007 -1.194 -4.445 0.07
H -5.619 0.418 -3.686 0.07
H -3.426 -0.685 -4.103 0.14
H -2.507 -1.147 -2.094 0.12
H -4.085 -1.255 -1.220 0.13
H -2.621 0.262 0.171 0.04
H -3.259 1.939 -0.271 0.13
H -1.761 1.313 -0.931 0.12
H -4.791 -3.051 -2.956 0.07
H -4.629 -2.655 -4.464 0.06
```

- Relative energy (zero: lowest compared OMol25 entry of this formula, charge and spin): 1760.5 kJ/mol
- E_LUMO: 0.5 eV
- Energy: -1386.70294 Ha
- Highest occupied orbital energy: -7.40 eV

***

No. 3
# C18H52N8O6

6 unconnected molecules or ions with the total composition C18H52N8O6 (ωB97M-V with the def2-TZVPD basis set, the Open Molecules 2025 dataset).

XYZ file:
```
84
Properties=species:S:1:pos:R:3:mulliken_spin:R:1
C -12.211 -9.575 -10.660 0.00
C -13.100 -10.488 -9.881 0.00
C -12.648 -11.929 -9.867 0.00
O -12.499 -12.228 -11.256 0.00
C -12.325 -13.571 -11.608 0.00
N -13.224 -9.934 -8.576 0.00
H -11.923 -9.957 -11.639 0.00
H -11.319 -9.490 -10.040 0.00
H -12.702 -8.634 -10.911 0.00
H -14.087 -10.649 -10.314 0.00
H -13.384 -12.637 -9.487 0.00
H -11.627 -12.085 -9.516 0.00
H -12.069 -13.639 -12.665 0.00
H -13.310 -14.015 -11.459 0.00
H -11.515 -14.078 -11.083 0.00
H -14.034 -10.301 -8.097 0.00
H -13.385 -8.958 -8.780 0.00
C -13.155 -12.189 -17.008 0.09
C -14.661 -12.005 -16.843 0.01
C -15.172 -10.901 -17.851 0.02
O -15.073 -11.438 -19.202 0.01
C -14.397 -10.570 -20.131 0.00
N -15.245 -13.352 -17.063 0.89
H -12.754 -12.255 -18.019 0.00
H -12.742 -13.023 -16.440 0.00
H -12.589 -11.387 -16.533 0.01
H -14.999 -11.639 -15.874 0.00
H -14.391 -10.150 -17.736 0.00
H -16.097 -10.355 -17.667 0.00
H -13.642 -9.896 -19.728 0.00
H -15.105 -9.896 -20.614 0.00
H -14.070 -11.263 -20.906 0.00
H -15.083 -14.130 -16.440 -0.02
H -14.986 -13.683 -17.981 -0.02
C -12.095 -20.449 -12.279 0.00
C -13.046 -19.366 -12.685 0.00
C -14.509 -19.729 -12.240 0.00
O -15.486 -18.760 -12.480 0.00
C -16.771 -19.087 -12.022 0.00
N -12.652 -18.206 -11.937 0.00
H -11.122 -20.133 -12.654 0.00
H -12.442 -21.432 -12.600 0.00
H -11.935 -20.628 -11.216 0.00
H -12.946 -19.173 -13.753 0.00
H -14.538 -20.011 -11.188 0.00
H -14.611 -20.686 -12.752 0.00
H -16.785 -19.213 -10.939 0.00
H -17.325 -19.945 -12.403 0.00
H -17.409 -18.214 -12.163 0.00
H -13.292 -17.536 -12.341 0.00
H -11.746 -17.949 -12.303 0.00
C -13.663 -25.462 -16.926 0.00
C -13.611 -24.300 -17.956 0.00
C -13.209 -22.923 -17.328 0.00
O -14.370 -22.307 -16.806 0.00
C -14.112 -21.273 -15.941 0.00
N -12.703 -24.589 -19.010 0.00
H -12.768 -25.560 -16.312 0.00
H -13.840 -26.364 -17.512 0.00
H -14.504 -25.224 -16.275 0.00
H -14.614 -24.356 -18.379 0.00
H -12.817 -22.273 -18.109 0.00
H -12.290 -23.245 -16.840 0.00
H -13.198 -21.477 -15.384 0.00
H -15.000 -21.204 -15.313 0.00
H -14.139 -20.302 -16.437 0.00
H -13.290 -25.007 -19.718 0.00
H -12.663 -23.673 -19.435 0.00
C -13.191 -16.371 -18.244 0.00
O -12.592 -16.749 -19.269 0.01
N -14.512 -16.697 -17.888 0.00
N -12.783 -15.491 -17.436 0.01
H -14.956 -17.439 -18.410 0.00
H -14.824 -16.201 -17.065 0.00
H -11.949 -14.954 -17.630 0.00
H -13.167 -15.435 -16.504 0.00
C -14.844 -16.440 -14.590 0.00
O -14.912 -15.586 -15.419 0.00
N -14.907 -16.156 -13.326 0.00
N -14.746 -17.680 -14.898 0.00
H -15.276 -15.251 -13.069 0.00
H -15.066 -16.946 -12.718 0.00
H -14.744 -18.347 -14.139 0.00
H -14.562 -18.042 -15.823 0.00
```

- 2S+1: 2
- Relative energy (zero: lowest compared OMol25 entry of this formula, charge and spin): 0.0 kJ/mol
- E_LUMO (alpha / beta): -2.3 / -7.3 eV
- Energy: -1606.07835 Ha
- Charge: +1
- Highest occupied orbital energy (alpha / beta): -11.04 / -11.04 eV
- <S²>: 0.754